1.
This record from OMol25 describes a molecular structure, C31H61N2O9Rb2 at a distorted geometry. The level of theory is ωB97M-V/def2-TZVPD.

Summary:
* gap between HOMO and LUMO: 2.9777 eV
* E: -55851.1716 eV

```
! RIJCOSX wB97M-V def2-TZVPD def2/J DEFGRID3
* xyz -1 1
Rb -0.467 -0.624 -0.182
Rb 2.312 -2.974 2.434
O -2.705 -2.845 1.490
C -1.578 -2.985 2.265
O -1.679 -3.474 3.404
O -0.466 -2.673 1.833
H -3.247 -3.299 2.140
C 2.147 2.500 -0.369
C 3.367 1.547 -0.790
C 4.572 2.555 -0.934
C 6.020 2.039 -0.882
C 6.187 1.087 0.250
C 5.154 -0.046 0.298
N 3.817 0.563 0.272
O 2.675 -0.333 0.678
C 5.429 -0.718 1.661
C 5.317 -1.133 -0.789
C 3.081 0.978 -2.153
H 1.977 3.245 -1.147
H 2.263 3.024 0.579
H 1.248 1.890 -0.281
H 4.504 3.296 -0.138
H 4.509 3.005 -1.925
H 6.691 2.866 -0.650
H 6.340 1.606 -1.830
H 6.092 1.594 1.211
H 7.183 0.647 0.277
H 4.707 -1.430 2.060
H 5.603 0.030 2.435
H 6.361 -1.284 1.676
H 5.178 -0.659 -1.761
H 4.581 -1.914 -0.596
H 6.282 -1.628 -0.684
H 2.385 1.488 -2.818
H 2.515 0.061 -1.990
H 3.998 0.767 -2.703
C -3.235 0.022 2.642
C -2.726 1.494 2.854
C -3.858 2.224 3.685
C -3.487 3.707 4.050
C -2.062 3.768 4.696
C -0.923 2.978 3.925
N -1.433 1.587 3.605
O -0.399 0.844 2.924
C 0.068 2.765 5.058
C -0.422 3.933 2.794
C -2.788 2.060 1.411
H -2.817 -0.425 1.740
H -4.316 0.073 2.518
H -2.982 -0.563 3.527
H -3.971 1.772 4.671
H -4.763 2.211 3.077
H -4.102 4.117 4.851
H -3.468 4.443 3.246
H -2.106 3.488 5.748
H -1.789 4.816 4.819
H 1.044 2.296 4.933
H -0.406 2.344 5.945
H 0.353 3.686 5.568
H -0.122 4.877 3.247
H -1.257 4.294 2.193
H 0.410 3.531 2.215
H -2.536 1.312 0.659
H -2.034 2.828 1.235
H -3.758 2.474 1.135
C 1.487 -2.111 -4.152
C 0.067 -1.713 -4.040
O -0.263 -0.888 -3.183
C -0.924 -2.329 -5.002
H 2.066 -1.563 -3.410
H 1.788 -1.747 -5.134
H 1.600 -3.167 -3.903
H -1.084 -3.332 -4.608
H -0.575 -2.263 -6.033
H -1.883 -1.834 -4.851
C -5.097 -2.135 -0.503
C -3.857 -1.685 -1.142
O -3.462 -0.529 -1.137
C -3.286 -2.648 -2.211
H -5.113 -2.159 0.587
H -5.258 -3.171 -0.803
H -5.843 -1.407 -0.821
H -3.514 -3.706 -2.080
H -2.229 -2.592 -2.473
H -3.849 -2.443 -3.121
C 0.017 -6.221 -2.369
C -0.332 -5.160 -1.294
O -0.024 -3.987 -1.472
C -0.913 -5.568 -0.045
H 0.919 -6.756 -2.069
H 0.123 -5.624 -3.274
H -0.768 -6.964 -2.510
H -0.743 -6.632 0.117
H -1.996 -5.472 -0.121
H -0.598 -4.996 0.827
C -3.081 1.707 -3.583
C -1.980 2.735 -3.097
O -2.269 3.952 -2.981
C -0.587 2.163 -2.648
H -2.682 0.877 -4.166
H -3.811 2.271 -4.164
H -3.653 1.218 -2.795
H 0.148 2.968 -2.680
H -0.215 1.393 -3.323
H -0.793 1.789 -1.645
*
```

***

2.
This record from OMol25 describes 6 unconnected molecules or ions with the total composition C31H61NO9. The level of theory is ωB97M-V/def2-TZVPD.

Summary:
* structure (SMILES): CCC1=C(CCCCCCOC)C(=O)C(OC#N)=CC1=O.CC(C)O.CC(C)O.CC(C)O.CC(C)O.CC(C)O
* gap between HOMO and LUMO: 8.4674 eV
* E: -53051.1433 eV

```
! RIJCOSX wB97M-V def2-TZVPD def2/J DEFGRID3
* xyz 0 1
C -0.323 -1.940 5.222
C 0.095 -1.114 4.001
C 1.512 -0.633 4.075
C 2.571 -1.325 3.622
C 2.522 -2.670 2.954
C 2.753 -2.525 1.431
C 1.449 -2.358 0.629
C 0.989 -0.893 0.475
C 0.437 -0.572 -0.917
C 1.500 -0.082 -1.933
O 2.733 0.299 -1.357
C 2.745 1.640 -0.913
C 3.935 -0.745 3.747
O 4.946 -1.404 3.757
C 3.992 0.746 3.842
O 5.221 1.278 3.453
C 5.208 2.533 3.135
N 5.227 3.637 2.822
C 2.971 1.436 4.327
C 1.755 0.685 4.732
O 0.992 1.148 5.552
H 0.358 -2.778 5.378
H -0.319 -1.312 6.110
H -1.322 -2.344 5.063
H -0.583 -0.265 3.903
H -0.025 -1.696 3.090
H 1.565 -3.148 3.149
H 3.311 -3.285 3.389
H 3.383 -1.653 1.246
H 3.296 -3.398 1.073
H 0.661 -2.931 1.123
H 1.584 -2.797 -0.361
H 0.196 -0.699 1.202
H 1.811 -0.235 0.744
H 0.005 -1.494 -1.312
H -0.381 0.147 -0.850
H 1.705 -0.862 -2.665
H 1.088 0.764 -2.488
H 3.774 1.891 -0.664
H 2.132 1.781 -0.015
H 2.369 2.314 -1.688
H 2.989 2.511 4.459
C 8.433 3.716 4.669
C 9.638 2.835 4.962
C 10.284 2.322 3.684
O 9.274 1.746 5.810
H 7.669 3.146 4.138
H 7.990 4.076 5.598
H 8.708 4.575 4.057
H 10.373 3.403 5.534
H 9.573 1.713 3.118
H 11.147 1.697 3.915
H 10.610 3.145 3.046
H 8.624 1.211 5.340
C -3.510 -3.688 0.927
C -3.426 -2.653 2.036
C -4.601 -1.690 1.997
O -2.192 -1.935 1.947
H -3.490 -3.205 -0.051
H -2.662 -4.373 0.975
H -4.431 -4.269 0.997
H -3.397 -3.149 3.008
H -4.617 -1.152 1.045
H -4.521 -0.952 2.797
H -5.549 -2.219 2.105
H -2.181 -1.493 1.090
C -2.152 4.113 -2.343
C -0.669 3.913 -2.613
C -0.034 5.150 -3.230
O -0.459 2.772 -3.445
H -2.683 4.311 -3.278
H -2.585 3.218 -1.897
H -2.321 4.955 -1.670
H -0.160 3.675 -1.677
H -0.504 5.377 -4.190
H 1.029 4.986 -3.410
H -0.147 6.018 -2.580
H -0.894 2.935 -4.288
C -6.109 -2.655 -3.376
C -4.700 -3.203 -3.521
C -4.558 -4.084 -4.753
O -4.308 -3.916 -2.347
H -6.827 -3.474 -3.263
H -6.186 -2.021 -2.493
H -6.395 -2.063 -4.245
H -3.997 -2.371 -3.590
H -5.227 -4.946 -4.681
H -3.539 -4.459 -4.843
H -4.809 -3.535 -5.663
H -4.905 -4.665 -2.242
C -5.154 1.414 -6.559
C -6.112 0.374 -5.999
C -7.401 0.298 -6.802
O -6.389 0.633 -4.624
H -5.610 2.408 -6.520
H -4.236 1.444 -5.972
H -4.897 1.199 -7.597
H -5.624 -0.603 -6.008
H -7.924 1.258 -6.770
H -8.067 -0.458 -6.387
H -7.203 0.053 -7.847
H -6.819 1.493 -4.566
*
```

***

3.
This record from OMol25 describes 4 unconnected molecules or ions with the total composition C31H62BrN3O3S. The level of theory is ωB97M-V/def2-TZVPD.

Summary:
* ⟨S²⟩: 3.76
* gap between HOMO and LUMO (alpha / beta): 3.5997 / 2.9478 eV
* E: -124637.9526 eV

```
! RIJCOSX wB97M-V def2-TZVPD def2/J DEFGRID3
* xyz -1 4
S -1.418 -0.563 -1.641
C -1.942 1.033 -2.335
C -3.233 1.616 -1.746
C -4.473 1.392 -2.636
C -5.248 0.173 -2.266
Br -5.174 -1.328 -3.392
H -2.418 -1.303 -2.146
H -1.098 1.692 -2.131
H -2.018 0.934 -3.417
H -3.102 2.688 -1.581
H -3.402 1.168 -0.765
H -5.129 2.267 -2.569
H -4.175 1.321 -3.685
H -5.267 -0.155 -1.232
C 4.789 -2.037 2.594
C 4.701 -1.021 1.454
C 3.887 0.201 1.910
C 2.389 -0.067 2.012
C 1.843 -0.649 0.711
C 2.590 -1.914 0.269
N 4.051 -1.588 0.220
O 4.419 -1.049 -0.878
C 2.293 -3.081 1.215
C 2.142 -2.338 -1.125
C 6.115 -0.587 1.080
H 4.907 -3.061 2.234
H 5.644 -1.795 3.223
H 3.949 -1.992 3.283
H 4.061 1.020 1.203
H 4.279 0.506 2.884
H 2.179 -0.726 2.856
H 1.876 0.874 2.229
H 0.781 -0.897 0.809
H 1.925 0.100 -0.084
H 2.916 -3.941 0.966
H 1.247 -3.365 1.082
H 2.442 -2.846 2.263
H 2.239 -1.534 -1.850
H 1.093 -2.635 -1.073
H 2.729 -3.189 -1.476
H 6.687 -1.433 0.696
H 6.601 -0.221 1.985
H 6.114 0.198 0.327
C -8.087 2.531 -9.377
C -6.758 2.177 -8.692
C -6.612 0.659 -8.510
C -7.497 0.081 -7.409
C -7.299 0.827 -6.094
C -7.515 2.339 -6.223
N -6.639 2.825 -7.341
O -5.439 3.065 -6.985
C -8.989 2.672 -6.458
C -7.082 3.047 -4.944
C -5.621 2.707 -9.561
H -8.434 3.519 -9.078
H -7.933 2.545 -10.456
H -8.876 1.810 -9.173
H -5.565 0.442 -8.277
H -6.833 0.182 -9.469
H -8.549 0.098 -7.708
H -7.240 -0.970 -7.264
H -7.974 0.443 -5.323
H -6.280 0.653 -5.735
H -9.114 3.735 -6.668
H -9.538 2.439 -5.545
H -9.445 2.106 -7.264
H -6.062 2.793 -4.676
H -7.750 2.742 -4.136
H -7.146 4.130 -5.062
H -5.668 3.794 -9.637
H -5.726 2.281 -10.560
H -4.649 2.436 -9.160
C 7.514 -1.490 7.662
C 6.469 -0.777 6.780
C 6.148 0.612 7.361
C 5.249 0.552 8.592
C 4.007 -0.283 8.300
C 4.353 -1.679 7.761
N 5.254 -1.614 6.581
O 4.510 -1.022 5.533
C 4.934 -2.554 8.882
C 3.065 -2.366 7.305
C 7.110 -0.587 5.403
H 7.404 -2.571 7.561
H 8.521 -1.215 7.339
H 7.436 -1.230 8.719
H 5.644 1.193 6.584
H 7.088 1.126 7.599
H 5.795 0.145 9.451
H 4.953 1.568 8.876
H 3.385 -0.381 9.198
H 3.413 0.223 7.535
H 5.255 -3.512 8.467
H 4.158 -2.741 9.631
H 5.780 -2.106 9.398
H 2.570 -1.757 6.554
H 2.406 -2.525 8.166
H 3.305 -3.333 6.856
H 7.307 -1.564 4.952
H 8.058 -0.048 5.510
H 6.433 -0.038 4.753
*
```

***

4.
This record from OMol25 describes a molecular structure, C31H63Br2NO10 at a distorted geometry. The level of theory is ωB97M-V/def2-TZVPD.

Summary:
* gap between HOMO and LUMO: 9.7336 eV
* E: -195214.5196 eV

```
! RIJCOSX wB97M-V def2-TZVPD def2/J DEFGRID3
* xyz 0 1
C -4.397 -3.130 3.485
C -5.028 -2.901 2.058
Br -6.983 -3.315 2.223
C -4.852 -1.352 1.648
Br -6.525 -0.465 1.028
C -3.637 -1.106 0.667
C -3.295 0.409 0.839
C -2.018 0.869 0.043
C -0.711 0.185 0.517
O -0.486 -0.053 1.656
O 0.200 -0.188 -0.486
O -2.661 -2.044 1.189
C -2.251 -3.094 0.362
O -1.598 -3.996 0.731
C -2.863 -2.844 -1.073
C -3.746 -1.562 -0.821
O -5.073 -1.912 -1.376
C -4.966 -1.718 -2.691
N -4.824 -1.669 -3.818
H -3.743 -2.290 3.814
H -3.760 -4.051 3.514
H -5.185 -3.255 4.269
H -4.654 -3.607 1.291
H -4.601 -0.823 2.599
H -4.166 1.028 0.506
H -3.111 0.669 1.914
H -2.123 0.743 -1.064
H -1.899 1.967 0.236
H 0.999 0.333 -0.282
H -3.596 -3.646 -1.335
H -2.039 -2.645 -1.789
H -3.359 -0.839 -1.586
C 5.814 -1.022 2.977
C 4.568 -0.242 2.594
O 4.456 -0.001 1.200
C 4.367 -1.148 0.370
C 3.149 -2.009 0.656
H 6.708 -0.548 2.568
H 5.909 -1.078 4.063
H 5.781 -2.043 2.592
H 4.609 0.740 3.070
H 3.665 -0.735 2.970
H 5.288 -1.737 0.430
H 4.303 -0.777 -0.656
H 3.210 -2.474 1.642
H 3.063 -2.807 -0.084
H 2.240 -1.407 0.636
C -0.273 1.130 4.935
C -0.047 2.227 3.909
O -1.248 2.840 3.462
C -2.021 3.502 4.450
C -1.293 4.654 5.121
H -0.998 0.402 4.566
H 0.665 0.616 5.155
H -0.661 1.533 5.874
H 0.417 1.787 3.027
H 0.651 2.982 4.287
H -2.388 2.784 5.191
H -2.901 3.894 3.936
H -0.452 4.300 5.722
H -1.969 5.198 5.782
H -0.893 5.343 4.375
C -2.493 1.734 -5.205
C -3.466 2.783 -4.692
O -3.196 3.205 -3.364
C -1.939 3.824 -3.142
C -1.742 5.103 -3.938
H -2.428 0.895 -4.510
H -2.814 1.362 -6.180
H -1.487 2.143 -5.319
H -4.469 2.351 -4.675
H -3.507 3.644 -5.366
H -1.127 3.113 -3.331
H -1.902 4.065 -2.077
H -1.685 4.902 -5.010
H -0.814 5.596 -3.642
H -2.576 5.788 -3.779
C 8.565 1.471 6.338
C 9.413 0.219 6.189
O 9.278 -0.408 4.925
C 9.666 0.357 3.795
C 11.132 0.756 3.808
H 7.522 1.262 6.089
H 8.616 1.845 7.362
H 8.906 2.268 5.674
H 9.087 -0.515 6.928
H 10.466 0.431 6.401
H 9.019 1.234 3.689
H 9.482 -0.272 2.921
H 11.348 1.459 4.616
H 11.404 1.238 2.867
H 11.768 -0.118 3.957
C -3.472 -2.870 -6.447
C -2.979 -2.010 -7.599
O -2.632 -2.753 -8.757
C -3.675 -3.500 -9.359
C -4.830 -2.644 -9.850
H -2.756 -3.666 -6.227
H -3.612 -2.263 -5.553
H -4.427 -3.345 -6.682
H -2.070 -1.493 -7.286
H -3.711 -1.234 -7.848
H -4.027 -4.281 -8.677
H -3.228 -4.012 -10.214
H -5.364 -2.178 -9.019
H -5.544 -3.252 -10.407
H -4.466 -1.841 -10.495
*
```